{
  "formula": "C3H10N2O",
  "method": "ωB97M-V/def2-TZVPD",
  "elements": ["C", "N", "C", "H", "H", "H", "H", "H", "H", "H", "C", "N", "O", "H", "H", "H"],
  "xyz": [[-0.5060, 0.9351, -2.8200], [0.3851, 0.0925, -2.0126], [0.0530, -1.2718, -1.6735], [-0.6798, 0.4245, -3.7617], [-1.4390, 1.0481, -2.2355], [-0.1791, 1.9605, -2.8451], [0.6717, 0.5500, -1.1503], [-0.8239, -1.6704, -2.2136], [-0.2741, -1.4282, -0.5625], [0.8619, -1.9516, -1.9946], [0.4811, 0.0016, 2.1007], [-0.8711, -0.1985, 1.8799], [0.8251, 0.5660, 3.1080], [1.1397, 0.0258, 1.2247], [-1.2592, -0.9024, 1.2745], [-1.5062, 0.0485, 2.6248]],
  "mulliken_charge": [-0.726, 0.084, -0.565, 0.341, 0.381, 0.330, 0.330, 0.345, 0.113, 0.337, 0.225, -0.292, -0.471, 0.151, 0.177, 0.239],
  "s_squared": 0.754,
  "multiplicity": 2,
  "charge": 1,
  "de_lowest_kcal_mol": 56.62
}